C16H20F9N4O2PtS as an isolated structure in a non-equilibrium geometry, computed with ωB97M-V with the def2-TZVPD basis set.

Structure (ORCA input):
```
! wB97M-V def2-TZVPD RIJCOSX def2/J DEFGRID3
* xyz 1 1
Pt -0.098 -1.017 -0.018
C 0.843 0.014 4.713
N 1.896 -0.432 3.807
C 3.239 -0.732 4.311
C 1.616 -0.651 2.538
O 0.471 -0.496 2.064
H 1.297 0.447 5.599
H 0.202 -0.818 5.008
H 0.229 0.761 4.216
H 3.328 -0.345 5.321
H 3.994 -0.252 3.692
H 3.423 -1.805 4.336
H 2.449 -1.002 1.930
F 3.117 -2.133 -3.242
C 2.224 -2.535 -2.341
F 2.201 -3.874 -2.341
F 1.017 -2.118 -2.748
C 2.543 -2.001 -0.913
O 1.510 -2.201 -0.032
C 3.741 -2.809 -0.316
F 4.248 -2.146 0.738
F 4.722 -2.997 -1.196
F 3.335 -3.998 0.117
C 2.962 -0.495 -1.043
F 2.855 0.131 0.138
F 2.145 0.150 -1.887
F 4.208 -0.340 -1.477
S -3.031 -3.667 -2.150
C -1.572 -4.506 -1.859
C -0.697 -3.718 -1.201
N -1.188 -2.457 -0.931
C -2.411 -2.297 -1.385
H -1.434 -5.527 -2.172
H 0.294 -3.980 -0.869
H -2.971 -1.388 -1.265
N -1.599 0.274 -0.031
C -2.244 1.192 -0.309
N -3.021 2.187 -0.622
C -3.237 3.305 0.325
C -2.475 4.536 -0.140
C -2.831 4.880 -1.586
C -2.572 3.693 -2.512
C -3.337 2.467 -2.042
H -2.935 2.978 1.317
H -4.312 3.499 0.343
H -1.401 4.343 -0.057
H -2.706 5.367 0.526
H -2.259 5.746 -1.917
H -3.889 5.161 -1.642
H -1.502 3.461 -2.531
H -2.869 3.926 -3.536
H -3.100 1.582 -2.629
H -4.414 2.636 -2.099
*
```

Computed properties:
E_tot in eV: -65506.3863
E_HOMO in eV: -12.000

And the Löwdin charges, in e, turn out to be:
1. Pt 1.210
2. C -0.011
3. N -0.151
4. C -0.009
5. C -0.289
6. O -0.126
7. H 0.091
8. H 0.103
9. H 0.092
10. H 0.090
11. H 0.098
12. H 0.099
13. H 0.118
14. F 0.193
15. C -0.561
16. F 0.173
17. F 0.144
18. C -0.285
19. O -0.276
20. C -0.556
21. F 0.162
22. F 0.190
23. F 0.185
24. C -0.560
25. F 0.137
26. F 0.154
27. F 0.195
28. S 1.102
29. C -0.339
30. C -0.208
31. N -0.203
32. C -0.453
33. H 0.087
34. H 0.110
35. H 0.066
36. N 0.012
37. C -0.186
38. N -0.070
39. C -0.119
40. C -0.173
41. C -0.191
42. C -0.172
43. C -0.120
44. H 0.130
45. H 0.133
46. H 0.121
47. H 0.121
48. H 0.117
49. H 0.120
50. H 0.122
51. H 0.121
52. H 0.127
53. H 0.133


C19H42NOP3ReSe as an isolated structure in a non-equilibrium geometry, computed with ωB97M-V with the def2-TZVPD basis set.

Structure (ORCA input):
```
! wB97M-V def2-TZVPD RIJCOSX def2/J DEFGRID3
* xyz 4 4
Re -0.115 -0.128 0.544
P -1.224 -2.049 0.902
P 1.429 -0.510 2.174
P 1.113 -1.227 -0.985
H -3.316 2.074 -3.052
C -2.971 1.042 -3.162
C -2.227 0.365 -2.285
H -1.640 0.863 -1.502
C -2.636 -1.674 2.031
C -0.478 -3.524 1.762
C -2.053 -2.960 -0.482
C 2.755 0.721 2.579
C 0.683 -0.659 3.853
C 2.595 -1.955 2.192
C 0.371 -1.100 -2.642
C 1.479 -3.060 -0.907
C 2.867 -0.688 -1.169
H -3.366 0.531 -4.046
H -2.288 -0.722 -2.280
H -3.263 -0.902 1.568
H -2.285 -1.285 2.998
H -3.256 -2.560 2.210
H -0.030 -3.258 2.729
H 0.295 -3.988 1.136
H -1.261 -4.281 1.933
H -2.453 -2.232 -1.198
H -2.884 -3.570 -0.090
H -1.365 -3.640 -1.007
H 3.481 0.249 3.261
H 2.308 1.604 3.048
H 3.269 1.046 1.669
H 1.441 -1.019 4.562
H -0.184 -1.331 3.880
H 0.346 0.336 4.166
H 3.220 -1.830 3.087
H 3.251 -1.958 1.310
H 2.083 -2.923 2.254
H 1.036 -1.576 -3.376
H 0.227 -0.045 -2.925
H -0.604 -1.613 -2.670
H 2.090 -3.279 -1.797
H 0.556 -3.658 -0.945
H 2.072 -3.292 -0.007
H 3.298 -1.246 -2.008
H 3.463 -0.921 -0.277
H 2.896 0.386 -1.386
C 0.600 3.049 -2.053
C -0.456 2.951 -2.978
C -0.106 2.801 -4.340
C 1.234 2.944 -4.750
C 2.226 3.221 -3.804
C 1.913 3.252 -2.452
Se 0.718 2.889 -0.060
H -0.720 2.625 -0.234
H -1.503 3.062 -2.654
H -0.866 2.570 -5.101
H 1.567 2.850 -5.792
H 3.259 3.383 -4.060
H 2.661 3.437 -1.680
C -2.283 3.300 1.975
C -1.842 1.972 2.493
N -2.313 1.675 3.741
O -1.122 1.121 1.889
H -3.381 3.371 1.998
H -1.920 3.529 0.972
H -1.912 4.078 2.658
H -1.879 0.918 4.254
H -2.600 2.450 4.327
*
```

Computed properties:
E_tot in eV: -119221.1672
<S²>: 3.778
E_HOMO (alpha / beta) in eV: -20.885 / -20.876

And the Löwdin charges, in e, turn out to be:
1. Re 0.732
2. P 0.679
3. P 0.701
4. P 0.638
5. H 0.082
6. C 0.004
7. C -0.112
8. H 0.007
9. C -0.202
10. C -0.199
11. C -0.190
12. C -0.203
13. C -0.201
14. C -0.204
15. C -0.215
16. C -0.188
17. C -0.195
18. H 0.099
19. H 0.025
20. H 0.062
21. H 0.038
22. H 0.088
23. H 0.044
24. H 0.036
25. H 0.092
26. H 0.025
27. H 0.092
28. H 0.056
29. H 0.083
30. H 0.061
31. H 0.049
32. H 0.092
33. H 0.038
34. H 0.047
35. H 0.081
36. H 0.040
37. H 0.046
38. H 0.091
39. H 0.036
40. H 0.045
41. H 0.087
42. H 0.034
43. H 0.047
44. H 0.083
45. H 0.043
46. H 0.042
47. C -0.416
48. C -0.041
49. C 0.038
50. C 0.087
51. C 0.036
52. C -0.124
53. Se 1.060
54. H -0.134
55. H 0.115
56. H 0.152
57. H 0.165
58. H 0.146
59. H 0.109
60. C 0.032
61. C -0.438
62. N 0.249
63. O -0.263
64. H 0.134
65. H 0.047
66. H 0.131
67. H 0.122
68. H 0.155


An isolated ion of composition C9H9O4P and charge -2 in a non-equilibrium geometry, computed with ωB97M-V with the def2-TZVPD basis set.

Structure (ORCA input):
```
! wB97M-V def2-TZVPD RIJCOSX def2/J DEFGRID3
* xyz -2 1
C -2.656 1.076 0.706
C -1.882 2.100 0.230
C -2.175 -0.205 0.736
C -0.544 1.856 -0.195
C -0.884 -0.471 0.367
C -0.131 0.534 -0.205
C -0.132 -1.869 0.351
C 0.203 -2.153 -1.169
C 1.108 0.126 -0.887
O 3.386 -1.259 0.302
O 3.276 1.283 -0.045
O 2.047 0.194 1.901
O 1.478 0.676 -1.984
P 2.467 -0.064 0.427
H -3.680 1.192 0.862
H -2.186 3.154 0.431
H -2.848 -1.070 1.012
H 0.007 2.597 -0.628
H 0.747 -1.702 0.885
H -0.825 -2.627 0.844
H 1.091 -2.810 -1.231
H -0.649 -1.933 -1.789
H 2.782 1.375 -0.923
*
```

Computed properties:
E_tot in eV: -26956.6057
E_HOMO (alpha / beta) in eV: 0.772 / 0.777

And the Löwdin charges, in e, turn out to be:
1. C -0.171
2. C -0.117
3. C -0.088
4. C -0.007
5. C -0.191
6. C -0.209
7. C -0.237
8. C -0.075
9. C -0.427
10. O -0.425
11. O -0.248
12. O -0.438
13. O -0.152
14. P 0.314
15. H 0.056
16. H 0.087
17. H 0.111
18. H 0.073
19. H 0.023
20. H 0.082
21. H 0.013
22. H -0.003
23. H 0.028


C32H22CeN7O5 as an isolated structure, computed with ωB97M-V with the def2-TZVPD basis set.

Structure (ORCA input):
```
! wB97M-V def2-TZVPD RIJCOSX def2/J DEFGRID3
* xyz 0 2
Ce -1.225 0.326 0.480
O 1.137 1.645 4.146
C 0.469 1.479 3.127
N 0.051 0.337 2.547
C 0.371 -0.937 3.124
C 1.065 -1.088 4.326
C 1.353 -2.346 4.838
C 0.959 -3.477 4.155
C 0.285 -3.356 2.947
C -0.018 -2.103 2.411
N -0.703 -1.938 1.163
C -0.826 -2.975 0.310
O -0.400 -4.126 0.400
C -1.616 -2.700 -0.973
C -2.038 -3.794 -1.722
C -2.758 -3.574 -2.878
C -3.026 -2.269 -3.271
C -2.559 -1.240 -2.479
N -1.868 -1.447 -1.353
C 0.065 2.790 2.434
C 0.349 3.974 3.108
C 0.018 5.178 2.522
C -0.579 5.176 1.270
C -0.825 3.959 0.666
N -0.517 2.786 1.231
H 1.374 -0.209 4.861
H 1.885 -2.420 5.778
H 1.167 -4.466 4.544
H -0.014 -4.236 2.409
H -1.785 -4.780 -1.364
H -3.111 -4.409 -3.470
H -3.592 -2.048 -4.165
H -2.749 -0.209 -2.746
H 0.826 3.900 4.073
H 0.225 6.110 3.031
H -0.856 6.090 0.764
H -1.290 3.921 -0.310
O 5.533 -3.505 0.223
C 5.490 -2.593 -0.766
O 6.404 -2.490 -1.533
C 4.246 -1.759 -0.880
C 3.315 -1.625 0.138
C 2.183 -0.843 -0.050
C 1.988 -0.187 -1.256
C 2.918 -0.322 -2.286
C 4.043 -1.098 -2.091
N 0.779 0.575 -1.377
C 0.583 1.360 -2.355
C -0.705 2.089 -2.529
C -0.840 2.974 -3.586
C -2.055 3.631 -3.747
C -3.077 3.375 -2.852
C -2.857 2.474 -1.816
N -1.692 1.845 -1.656
H 4.686 -3.555 0.688
H 3.426 -2.102 1.105
H 1.455 -0.803 0.749
H 2.771 0.145 -3.250
H 4.779 -1.219 -2.874
H 1.323 1.548 -3.133
H -0.018 3.140 -4.268
H -2.193 4.327 -4.564
H -4.039 3.859 -2.939
H -3.621 2.239 -1.084
O -5.847 0.109 0.558
C -4.693 0.328 0.686
N -3.525 0.560 0.812
*
```

Computed properties:
E_tot in eV: -67143.6186
<S²>: 0.751
E_HOMO in eV: -7.272

And the Löwdin charges, in e, turn out to be:
1. Ce 1.263
2. O 0.022
3. C -0.457
4. N -0.046
5. C -0.198
6. C -0.019
7. C -0.098
8. C -0.099
9. C -0.023
10. C -0.205
11. N -0.046
12. C -0.463
13. O 0.024
14. C -0.161
15. C 0.017
16. C -0.039
17. C -0.046
18. C -0.113
19. N 0.025
20. C -0.160
21. C 0.014
22. C -0.040
23. C -0.048
24. C -0.114
25. N 0.029
26. H 0.088
27. H 0.098
28. H 0.097
29. H 0.091
30. H 0.121
31. H 0.113
32. H 0.107
33. H 0.100
34. H 0.120
35. H 0.113
36. H 0.106
37. H 0.092
38. O 0.130
39. C -0.476
40. O 0.126
41. C -0.118
42. C 0.022
43. C 0.022
44. C -0.215
45. C 0.001
46. C 0.006
47. N 0.065
48. C -0.046
49. C -0.243
50. C 0.003
51. C -0.033
52. C -0.023
53. C -0.109
54. N 0.010
55. H 0.101
56. H 0.127
57. H 0.079
58. H 0.105
59. H 0.125
60. H 0.125
61. H 0.120
62. H 0.116
63. H 0.116
64. H 0.110
65. O 0.073
66. C -0.510
67. N -0.076


A 2-piece molecular cluster, C3H12N overall in a non-equilibrium geometry, computed with ωB97M-V with the def2-TZVPD basis set.

Structure (ORCA input):
```
! wB97M-V def2-TZVPD RIJCOSX def2/J DEFGRID3
* xyz 2 2
N 3.160 -0.775 0.257
H 3.528 -1.238 1.061
H 3.706 0.085 -0.021
H 3.206 -1.503 -0.513
H 2.106 -0.593 0.467
C -0.215 0.833 -0.357
C -1.306 -0.182 0.093
C -2.797 0.303 0.068
H -0.611 1.253 -1.539
H 0.830 0.343 -0.126
H -0.237 1.773 0.244
H -0.966 -0.605 1.044
H -0.983 -1.018 -0.590
H -3.524 -0.491 0.213
H -2.978 1.165 0.687
H -2.919 0.652 -0.987
*
```

Computed properties:
E_tot in eV: -4772.8719
<S²>: 0.753
E_HOMO (alpha / beta) in eV: -21.422 / -21.090

And the Löwdin charges, in e, turn out to be:
1. N 0.299
2. H 0.139
3. H 0.194
4. H 0.192
5. H 0.144
6. C -0.016
7. C -0.180
8. C 0.024
9. H 0.259
10. H 0.065
11. H 0.131
12. H 0.188
13. H 0.195
14. H 0.106
15. H 0.116
16. H 0.144